Record 1
Below is a structure of composition C46H52F3GeN3O3OsSSi, with properties calculated with ωB97M-V with the def2-TZVPD basis set.

XYZ file:
```
111
Properties=species:S:1:pos:R:3:forces:R:3
Os -0.14242 0.32677 0.88405 -0.24 -0.74 0.27
N -5.42406 -7.50701 -3.35102 -0.02 -0.04 -0.02
C -4.84164 -6.62653 -2.90050 -0.02 -0.02 0.00
C -4.11373 -5.52455 -2.33416 0.02 0.02 0.02
C -4.79604 -4.38051 -1.93084 0.02 0.03 0.01
C -4.09051 -3.31838 -1.39102 -0.01 -0.05 -0.06
C -2.70939 -3.40076 -1.24235 0.02 0.03 -0.01
C -2.03305 -4.55381 -1.63511 -0.04 -0.01 0.05
C -2.73061 -5.61173 -2.18798 -0.02 0.00 0.00
C -1.96895 -2.24788 -0.66834 0.05 0.12 0.14
C -1.95746 -1.07291 -1.36383 0.11 0.03 0.09
C -2.51132 -0.80066 -2.66234 0.02 -0.05 0.15
C -2.23545 0.50073 -2.94217 0.01 0.09 0.00
C -1.51592 1.00821 -1.82143 -0.06 0.12 -0.07
N -1.34741 0.09812 -0.88527 0.05 -0.31 -0.16
C -1.33409 -2.45310 0.59422 -0.07 0.31 -0.08
C -1.42958 -3.59611 1.35568 0.07 -0.12 0.17
C -0.62956 -3.43458 2.51131 -0.09 -0.05 -0.16
C -0.07503 -2.19523 2.43562 0.01 0.28 -0.23
N -0.51619 -1.52966 1.28910 0.19 -0.04 0.20
H -5.87008 -4.32712 -2.04095 0.00 -0.01 0.00
H -4.61328 -2.42439 -1.07644 0.00 0.01 0.01
H -0.95966 -4.61907 -1.51241 -0.03 0.00 0.01
H -2.21367 -6.50658 -2.50526 0.00 0.00 0.00
H -3.03960 -1.51034 -3.27683 0.01 -0.03 -0.01
H -2.49576 1.05731 -3.82661 0.01 0.02 -0.01
H -1.13111 2.00939 -1.69960 0.00 0.02 0.00
H -2.01576 -4.46076 1.09300 -0.02 -0.02 0.02
H -0.47022 -4.14904 3.30053 -0.02 -0.02 0.00
H 0.61634 -1.72574 3.11246 -0.08 -0.05 -0.06
C 4.05727 2.23772 -3.57894 0.00 0.00 -0.06
C 3.49694 0.83811 -3.39703 0.05 -0.09 0.06
C 1.99747 0.81021 -3.65831 0.00 0.00 -0.01
C 4.21825 -0.17627 -4.27032 -0.02 0.06 -0.05
O 3.79544 0.47906 -2.01851 0.04 0.06 0.05
Si 3.07701 -0.33802 -0.84270 -0.14 0.06 -0.19
S 1.53807 1.16661 -0.20416 0.16 0.23 0.09
O 2.16233 -1.57984 -1.28021 -0.10 -0.01 0.03
C 2.40268 -3.01081 -1.37320 0.02 0.00 0.02
C 1.51545 -3.48258 -2.51483 0.01 0.00 0.04
C 1.98283 -3.62467 -0.04802 -0.03 0.00 -0.04
C 3.87042 -3.28135 -1.66710 -0.03 -0.04 0.00
O 4.03371 -0.64177 0.39128 0.00 -0.18 0.02
C 5.26630 -0.04603 0.89551 -0.04 0.04 -0.02
C 5.06610 1.45578 1.02370 0.04 0.02 -0.03
C 6.38548 -0.37764 -0.07872 0.02 0.01 0.01
C 5.49936 -0.69695 2.24715 0.03 0.04 0.00
H 3.91919 2.56975 -4.60820 0.00 0.00 -0.01
H 5.12243 2.25336 -3.35010 0.01 -0.01 0.00
H 3.54913 2.94090 -2.91816 -0.01 0.00 0.02
H 1.81127 1.04975 -4.70535 0.00 0.00 -0.02
H 1.47764 1.55067 -3.04813 0.01 0.01 0.01
H 1.57515 -0.17445 -3.45303 0.00 -0.02 0.01
H 4.06357 0.05310 -5.32504 0.01 0.01 0.00
H 3.83636 -1.17957 -4.08097 -0.03 -0.01 -0.01
H 5.28848 -0.16462 -4.06562 0.01 0.00 0.02
H 0.48660 -3.16080 -2.34283 0.03 0.03 -0.01
H 1.53770 -4.57028 -2.59290 0.02 -0.02 -0.01
H 1.84968 -3.06323 -3.46438 0.01 0.01 -0.01
H 0.92806 -3.42110 0.14232 0.10 -0.03 -0.02
H 2.57429 -3.21110 0.76983 0.02 0.02 0.00
H 2.12775 -4.70559 -0.06623 0.01 -0.02 -0.01
H 4.17483 -2.80542 -2.59940 0.01 0.02 -0.01
H 4.03007 -4.35486 -1.77011 0.02 -0.01 -0.01
H 4.50675 -2.91999 -0.85862 -0.02 -0.01 0.02
H 4.82891 1.89821 0.05356 0.01 -0.01 -0.01
H 5.98447 1.92098 1.38204 0.00 0.01 0.04
H 4.26457 1.68453 1.72543 -0.04 -0.02 0.03
H 6.17994 0.03347 -1.06701 -0.02 0.03 0.00
H 6.51273 -1.45742 -0.16481 -0.01 -0.01 0.01
H 7.32193 0.04733 0.28289 0.02 -0.01 0.00
H 4.65125 -0.51969 2.90626 -0.03 0.02 0.01
H 6.39317 -0.28031 2.71175 0.02 0.00 0.00
H 5.64054 -1.77212 2.13329 -0.01 -0.01 -0.01
F 0.27581 0.29215 3.85864 -0.11 0.09 0.03
C 0.88277 0.66469 2.70596 0.02 0.12 -0.32
F 1.12599 2.00531 2.83509 0.03 -0.08 0.11
F 2.11121 0.06607 2.76607 -0.01 0.06 -0.02
C -3.57195 0.39402 1.37746 0.01 0.10 0.01
Ge -2.14961 1.65793 1.85676 -0.07 0.14 0.05
C -2.15198 1.99545 3.75849 -0.05 0.00 -0.06
C -1.59245 3.16779 4.26063 0.05 0.04 -0.04
C -1.69437 3.46990 5.60916 -0.01 0.00 0.01
C -2.36290 2.60533 6.46487 0.00 0.01 0.01
C -2.92960 1.43817 5.97368 -0.01 0.01 0.01
C -2.82581 1.13717 4.62450 0.05 -0.13 -0.01
C -2.19118 3.34263 0.87535 0.19 -0.04 -0.11
C -1.08468 3.77097 0.18557 0.09 0.00 0.12
C -1.09312 4.95821 -0.57719 -0.11 0.02 -0.01
C -2.23580 5.69940 -0.65056 0.08 -0.02 -0.02
C -3.39297 5.32091 0.07230 -0.04 0.04 0.01
C -4.56391 6.11763 0.03900 -0.02 -0.01 0.01
C -5.65850 5.78322 0.78119 0.02 0.01 -0.02
C -5.62625 4.63960 1.60576 0.04 -0.03 0.03
C -4.51568 3.84540 1.64629 -0.06 0.03 0.00
C -3.37174 4.14772 0.86603 0.03 -0.05 0.01
H -4.50809 0.84104 1.71259 -0.05 -0.08 0.02
H -3.44697 -0.57396 1.86153 0.04 0.00 0.02
H -3.61387 0.25784 0.30027 -0.03 0.02 -0.02
H -1.07726 3.85326 3.59755 0.01 0.00 -0.01
H -1.25648 4.38131 5.99321 0.00 0.01 0.00
H -2.44775 2.84561 7.51633 0.01 -0.01 0.01
H -3.45346 0.76680 6.64103 -0.01 -0.01 0.00
H -3.26812 0.21939 4.25368 -0.02 -0.01 -0.01
H -0.15579 3.20885 0.23711 -0.08 0.07 -0.02
H -0.19827 5.27103 -1.09870 0.01 -0.01 -0.01
H -2.26926 6.60436 -1.24442 0.01 0.01 0.00
H -4.56732 7.00730 -0.57840 0.00 0.01 0.00
H -6.54566 6.40110 0.75575 0.00 0.01 0.00
H -6.48231 4.40056 2.22237 -0.01 -0.01 0.00
H -4.49900 2.99863 2.32145 0.00 -0.03 -0.01
```
Forces are in eV/Å.

Properties
LUMO energy (spin up / spin down): -4.791 / -4.823 eV
ΔE to the lowest compared entry with this formula, charge and spin: 0.0 kJ/mol
Net charge: +1
HOMO-LUMO gap (spin up / spin down): 5.8479 / 5.8148 eV
HOMO level (spin up / spin down): -10.64 / -10.64 eV
Spin multiplicity: 2

***

Record 2
Below is a cluster of 7 separate species, C46H52F6N3 in total, with properties calculated with ωB97M-V with the def2-TZVPD basis set.

XYZ file:
```
107
Properties=species:S:1:pos:R:3:forces:R:3
C 3.80400 -0.82744 0.95904 0.85 -0.05 0.61
C 4.60854 0.00651 -0.09213 0.26 -1.17 -0.18
C 3.72798 0.44492 -1.31175 -0.07 0.80 0.28
C 2.21075 0.58064 -0.94269 0.21 1.12 -1.00
C 1.92056 1.96074 -0.21794 -1.19 -0.87 -0.94
C 0.34498 2.14345 -0.17936 2.11 0.31 0.57
N -0.29350 1.07738 0.63497 -0.21 0.26 -0.32
C -1.17179 0.17113 0.19347 -0.52 -0.05 -0.05
N -0.76956 -0.70353 -0.87370 -1.18 1.07 0.72
C -1.26118 -2.08168 -0.62883 -1.89 0.10 0.66
C -2.83819 -1.97764 -0.51070 1.13 0.44 -0.11
C -3.10881 -1.18623 0.79557 -1.38 -0.94 0.05
N -2.42286 0.14322 0.84926 3.44 -3.18 -0.23
H 2.92458 -0.24431 1.31835 0.48 -0.70 -0.23
H 3.52997 -1.86436 0.60494 -0.01 1.26 0.21
H 4.45139 -0.98778 1.86148 -0.51 0.10 -0.74
H 5.14458 0.84583 0.41754 -0.74 -0.45 -0.48
H 5.42662 -0.65559 -0.48344 -0.58 0.61 0.36
H 4.07903 1.46536 -1.62492 -0.33 -0.84 0.10
H 3.86999 -0.18821 -2.22483 -0.16 0.19 1.00
H 1.64356 0.64689 -1.91301 0.42 -0.15 0.76
H 1.78554 -0.29163 -0.40265 0.43 0.66 -0.32
H 2.36611 2.01226 0.80295 -0.28 0.12 -0.71
H 2.28923 2.78095 -0.88680 -0.02 -0.57 0.83
H 0.11350 3.11030 0.33827 -0.10 -0.78 -0.60
H -0.01781 2.18992 -1.22852 -0.13 -0.30 0.84
H -0.03021 1.02042 1.61677 -0.66 0.69 -0.04
H -1.05962 -0.34660 -1.79269 0.43 -0.25 0.33
H -0.89768 -2.39491 0.38557 0.10 0.02 -1.07
H -0.96056 -2.80222 -1.41978 0.10 0.84 0.53
H -3.16389 -1.37632 -1.39355 -0.10 -0.66 0.54
H -3.30261 -2.98604 -0.52110 0.07 0.79 0.22
H -4.20369 -1.01445 0.95529 0.86 0.01 -0.28
H -2.76839 -1.79046 1.67818 -0.35 0.72 -1.41
H -2.21560 0.29555 1.84610 -0.53 1.09 -0.27
F 1.25581 -3.02284 2.83789 0.00 0.07 -0.02
C -0.01207 -3.36569 3.11731 -0.51 -0.14 0.12
C -0.31800 -4.69078 3.38042 0.19 -0.16 0.02
C -1.62941 -5.04279 3.67434 0.03 0.32 -0.09
C -2.62345 -4.06968 3.69125 -0.13 0.03 0.00
C -2.30625 -2.74420 3.41767 0.19 -0.47 0.46
C -0.99263 -2.38724 3.13347 0.18 0.09 0.00
H 0.46548 -5.43718 3.35443 0.01 0.05 -0.01
H -1.87665 -6.07474 3.88860 0.05 0.04 -0.02
H -3.64624 -4.34655 3.91658 0.06 0.03 0.01
H -3.08236 -1.98750 3.42565 0.06 -0.11 0.33
H -0.72780 -1.35679 2.92658 0.11 0.00 0.08
F 3.18101 5.05748 -4.02092 0.05 -0.04 -0.04
C 2.24743 5.51187 -3.16955 -0.35 0.18 0.34
C 2.58106 6.50303 -2.26310 0.20 0.06 0.01
C 1.61251 6.97547 -1.38567 -0.15 -0.22 -0.12
C 0.32662 6.44497 -1.41759 0.00 0.02 0.08
C 0.00620 5.44617 -2.33003 0.45 0.16 -0.12
C 0.97044 4.97935 -3.21623 0.03 -0.15 -0.07
H 3.58902 6.89813 -2.24784 -0.02 -0.02 -0.05
H 1.85996 7.75625 -0.67734 0.03 -0.03 -0.04
H -0.42616 6.81173 -0.72981 0.02 -0.02 -0.05
H -0.98618 5.03337 -2.35408 0.06 0.05 -0.19
H 0.73741 4.20783 -3.94012 0.04 0.04 -0.02
F -1.09551 -1.14349 -3.50435 0.05 0.04 -0.08
C -1.54137 -1.79633 -4.60979 -0.36 -0.48 -0.85
C -0.65415 -2.55833 -5.34694 0.27 0.06 0.24
C -1.11129 -3.22971 -6.47368 -0.27 0.12 0.06
C -2.44487 -3.12180 -6.85329 0.02 -0.02 -0.02
C -3.32356 -2.34794 -6.10461 0.22 -0.10 -0.02
C -2.87125 -1.68411 -4.97138 -0.04 0.19 0.29
H 0.38256 -2.62342 -5.03984 -0.03 0.01 0.00
H -0.42866 -3.83568 -7.05551 0.00 0.05 0.05
H -2.79854 -3.64244 -7.73456 0.01 0.03 0.05
H -4.36055 -2.26109 -6.40315 0.04 0.01 0.05
H -3.54344 -1.08295 -4.37077 0.02 0.02 -0.03
F -2.18783 4.56955 -0.84977 -0.20 -0.04 0.26
C -3.40792 4.22413 -0.38947 -0.64 -0.14 0.25
C -3.65569 2.89476 -0.11038 0.14 -0.03 -0.07
C -4.90283 2.52040 0.37173 -0.06 0.29 -0.02
C -5.89050 3.48229 0.55648 -0.03 -0.04 0.02
C -5.62810 4.81741 0.26559 0.14 -0.27 0.00
C -4.37599 5.19383 -0.20554 0.12 0.22 -0.07
H -2.87625 2.16596 -0.26884 -0.03 0.09 -0.03
H -5.10562 1.48136 0.60239 0.02 0.03 -0.03
H -6.86522 3.19061 0.92801 0.05 0.03 -0.02
H -6.39849 5.56484 0.40616 0.06 -0.01 -0.01
H -4.14994 6.22905 -0.42862 0.01 -0.04 -0.02
F -1.02652 1.05048 3.78947 -0.42 -0.27 -0.29
C 0.08947 1.65543 4.25859 0.98 0.54 0.45
C 0.86340 1.00843 5.20455 -0.16 -0.30 0.00
C 2.01183 1.62858 5.67977 -0.08 0.21 -0.19
C 2.36568 2.89001 5.21157 0.01 -0.01 0.01
C 1.57562 3.53012 4.26434 0.08 -0.20 0.12
C 0.43186 2.90756 3.77931 -0.25 -0.03 -0.28
H 0.56735 0.03003 5.56273 -0.01 0.02 -0.01
H 2.63024 1.12958 6.41486 -0.06 0.00 -0.03
H 3.25913 3.37355 5.58682 -0.05 -0.02 -0.02
H 1.84931 4.51376 3.90371 -0.04 -0.05 -0.01
H -0.19264 3.38815 3.03456 -0.05 0.02 0.07
F 1.74793 -6.87611 1.88099 -0.08 -0.06 0.08
C 2.57442 -6.29116 0.99438 0.49 0.24 -0.46
C 3.80739 -6.86367 0.73140 0.02 -0.14 0.09
C 4.65776 -6.25648 -0.18702 -0.27 0.20 0.03
C 4.27072 -5.07941 -0.82101 0.09 -0.06 0.00
C 3.03128 -4.51883 -0.54097 0.17 -0.06 -0.08
C 2.17650 -5.12744 0.36231 -0.33 0.01 0.19
H 4.09554 -7.77383 1.24213 -0.04 0.02 -0.01
H 5.62153 -6.69865 -0.40536 -0.05 -0.01 0.04
H 4.93604 -4.60190 -1.53040 -0.04 -0.03 0.04
H 2.72511 -3.60049 -1.02806 0.01 -0.04 -0.01
H 1.20529 -4.70031 0.58018 0.01 -0.05 0.05
```
Forces are in eV/Å.

Properties
LUMO energy: -3.547 eV
Net charge: +1
HOMO-LUMO gap: 7.4830 eV
HOMO level: -11.03 eV

***

no.,F_max (hartree/bohr)
1,0.016
2,0.091